Model P:
Formula: C11H21N2O
Source: OMol25
Level of theory: wB97M-V/def2-TZVPD

Structure (XYZ):
```
35
C11H21N2O | OMol25 | wB97M-V/def2-TZVPD
O 2.414 2.442 -0.387
N -2.139 0.252 -1.528
N -0.491 -2.598 -1.841
C -0.518 -1.712 -1.139
C -1.338 -2.633 3.036
C -1.897 0.311 -2.741
C -2.945 0.969 -0.611
C 1.567 0.488 -1.355
C 3.368 3.157 0.426
C -0.756 -2.643 1.615
C 2.893 1.242 -0.872
C -0.395 -0.777 -0.204
C -1.167 -1.250 1.037
C 0.659 0.240 -0.092
H -2.344 1.828 -0.052
H -0.964 -0.466 1.789
H -1.521 -3.681 3.385
H 1.324 -0.008 0.846
H 1.008 1.235 -1.969
H 3.546 2.581 1.284
H -2.461 0.973 -3.299
H -0.519 -2.312 3.684
H -2.143 -1.880 3.074
H -3.376 0.173 0.162
H -2.171 -1.083 0.793
H 4.381 3.368 -0.032
H 3.454 0.590 -0.119
H 0.290 -2.798 1.678
H 0.302 1.261 0.167
H -1.148 -0.305 -3.205
H 2.893 4.154 0.523
H 1.646 -0.468 -1.881
H 3.508 1.324 -1.868
H -1.127 -3.329 0.796
H -3.830 1.353 -1.102
```

The calculation puts the gap between HOMO and LUMO (spin up / spin down) at 7.245 / 7.246 eV. Its total charge is +1. Its spin multiplicity is 1. Its lowest unoccupied orbital energy (spin up / spin down) is -5.8 / -5.8 eV.



Model Q:
Formula: C11H21N2O
Source: OMol25
Level of theory: wB97M-V/def2-TZVPD

Structure (XYZ):
```
35
C11H21N2O | OMol25 | wB97M-V/def2-TZVPD
O 0.012 0.978 3.005
N 0.982 -1.132 -0.929
N -0.766 0.373 -0.474
C -1.463 -0.833 1.798
C -1.127 1.653 0.033
C -0.624 -0.706 0.569
C 1.570 1.271 -0.463
C -1.150 0.170 3.059
C 0.414 -1.508 0.297
C 0.529 0.662 -2.647
C 0.174 -0.275 3.654
C 0.622 0.221 -1.236
C 2.080 -1.663 -1.613
C -1.752 -0.203 -1.402
H 2.590 1.129 -0.598
H 2.078 -2.716 -1.243
H -1.998 0.396 -2.240
H -0.049 1.571 -2.830
H -1.467 -1.778 2.269
H -2.455 -0.694 1.524
H 1.472 1.252 0.538
H 1.440 1.147 -2.835
H -1.923 0.164 3.821
H 0.355 -0.125 -3.282
H 1.816 -1.789 -2.662
H 0.829 -0.825 3.024
H -1.158 2.308 -0.937
H 3.141 -1.038 -1.480
H 0.414 -0.220 4.683
H -2.163 1.646 0.331
H -0.504 2.007 0.903
H -1.241 -1.129 -1.701
H 0.720 -2.370 0.786
H -2.688 -0.297 -0.933
H 1.289 2.353 -0.791
```

The calculation puts the gap between HOMO and LUMO at 9.643 eV. As for the SMILES: CN1C=C(C[C@H]2CO2)[N+](C)(C)C1(C)C. Its total charge is +1. Its spin multiplicity is 1. Its lowest unoccupied orbital energy is -2.3 eV.



Relative energy of each structure, in kcal/mol: model P 27.0; model Q 0.0.



Model P:
Formula: C2H5NO2P
Source: OMol25
Level of theory: wB97M-V/def2-TZVPD

Structure (XYZ):
```
11
C2H5NO2P | OMol25 | wB97M-V/def2-TZVPD
P -1.652 -0.098 -2.658
O -1.032 -0.485 -3.913
O -3.077 -0.397 -2.422
N -0.771 0.547 -1.552
C 1.687 -0.051 1.372
C 0.875 0.123 2.409
H -1.238 0.453 -0.655
H 0.857 1.074 2.909
H 2.422 0.654 0.956
H 0.436 -0.815 2.690
H 1.493 -1.003 0.864
```

The calculation puts the gap between HOMO and LUMO at 8.114 eV. Its total charge is -1. Its spin multiplicity is 1. Its lowest unoccupied orbital energy is 3.7 eV.



Model Q:
Formula: C2H5NO2P
Source: OMol25
Level of theory: wB97M-V/def2-TZVPD

Structure (XYZ):
```
11
C2H5NO2P | OMol25 | wB97M-V/def2-TZVPD
P -0.639 1.057 0.266
O -3.309 0.340 -0.281
O -1.889 -1.305 0.236
N 0.486 -0.128 -0.318
C -2.255 -0.174 0.017
C 1.875 -0.186 0.290
H -0.165 -0.907 -0.173
H 2.234 -0.893 -0.392
H 1.761 -0.448 1.359
H -0.454 1.857 -1.209
H 2.357 0.788 0.205
```

The calculation puts the gap between HOMO and LUMO at 7.462 eV. As for the SMILES: CNPC(=O)[O-]. Its total charge is -1. Its spin multiplicity is 1. Its lowest unoccupied orbital energy is 4.1 eV.



Model R:
Formula: C2H5NO2P
Source: OMol25
Level of theory: wB97M-V/def2-TZVPD

Structure (XYZ):
```
11
C2H5NO2P | OMol25 | wB97M-V/def2-TZVPD
P 1.923 -0.959 0.342
O 4.420 -0.535 -0.128
O 3.110 1.320 -0.260
N 0.902 0.320 0.637
C -0.504 0.170 0.614
C 3.431 0.162 -0.093
H 1.658 -0.970 -2.429
H -0.977 -0.442 1.448
H -0.900 1.098 0.588
H 1.505 1.125 0.456
H -0.943 -0.243 -0.249
```

The calculation puts the gap between HOMO and LUMO (spin up / spin down) at 7.731 / 6.182 eV. Its total charge is -1. Its spin multiplicity is 1. Its lowest unoccupied orbital energy (spin up / spin down) is 3.8 / 3.4 eV.



Relative energy of each structure, in kcal/mol: model P 0.0; model Q 38.1; model R 88.5.



Model P:
Formula: C10H12N
Source: OMol25
Level of theory: wB97M-V/def2-TZVPD

Structure (XYZ):
```
23
C10H12N | OMol25 | wB97M-V/def2-TZVPD
N 0.361 -1.311 0.194
C -2.624 1.352 -0.103
C 0.874 -0.142 0.192
C 0.739 -2.731 0.254
C 2.232 0.387 -0.111
C -0.446 0.505 0.159
C 2.421 1.930 -0.035
C -0.975 -0.756 0.102
C -1.265 1.603 0.053
C -2.287 -1.055 -0.132
C -3.147 0.055 -0.117
H -0.064 -3.385 -0.147
H -4.180 -0.063 -0.519
H -0.940 2.567 0.140
H 2.834 2.245 0.979
H 1.376 2.434 -0.087
H 3.181 2.368 -0.834
H 0.717 -2.910 1.301
H -3.283 2.227 -0.227
H 2.969 -0.325 0.545
H -2.675 -1.993 -0.235
H 2.465 0.146 -1.159
H 1.718 -3.146 -0.214
```

The calculation puts the gap between HOMO and LUMO at 7.891 eV. Its total charge is +1. Its spin multiplicity is 1. Its lowest unoccupied orbital energy is -5.1 eV.



Model Q:
Formula: C10H12N
Source: OMol25
Level of theory: wB97M-V/def2-TZVPD

Structure (XYZ):
```
23
C10H12N | OMol25 | wB97M-V/def2-TZVPD
N 1.601 -1.180 -0.300
C -1.385 -0.834 0.626
C 1.463 -2.424 -0.526
C -0.678 0.135 -0.125
C 0.803 0.082 -0.092
C -2.743 -0.677 0.786
C -1.428 1.097 -0.836
C 3.067 1.116 0.379
C 1.560 1.168 0.217
C -2.812 1.279 -0.617
C -3.425 0.308 0.154
H 2.335 -3.037 -0.397
H -3.104 2.122 -1.260
H -3.330 -1.177 1.582
H -1.009 1.696 -1.599
H 3.263 0.226 1.021
H 0.473 -2.707 -0.736
H 1.048 2.099 0.441
H 2.526 -0.726 -0.352
H -0.837 -1.714 0.896
H -4.442 0.287 0.575
H 3.597 1.891 0.815
H 3.457 0.968 -0.653
```

The calculation puts the gap between HOMO and LUMO at 7.520 eV. As for the SMILES: C=[NH+]/C(=C\C)c1ccccc1. Its total charge is +1. Its spin multiplicity is 1. Its lowest unoccupied orbital energy is -5.1 eV.



Relative energy of each structure, in kcal/mol: model P 13.9; model Q 0.0.



Model P:
Formula: H80O40
Source: OMol25
Level of theory: wB97M-V/def2-TZVPD

Structure (XYZ):
```
120
H80O40 | OMol25 | wB97M-V/def2-TZVPD
O -2.630 -1.818 2.084
O 1.507 6.268 -0.397
O -0.823 5.242 -0.250
O -5.229 -0.532 3.260
O -1.671 4.483 -2.482
O -0.364 -1.441 -4.241
O 3.102 4.108 1.998
O -2.590 3.279 4.680
O 3.808 1.710 -3.381
O 0.611 -3.081 2.636
O 2.417 4.043 -3.743
O -3.329 -2.481 5.402
O -2.152 2.859 0.411
O -2.270 -5.529 -2.516
O -0.815 -6.433 0.543
O -2.968 -0.354 -2.085
O 0.897 1.141 -4.357
O 3.556 -2.836 2.219
O 1.771 1.715 2.835
O -0.903 -0.765 -0.405
O -3.429 3.331 -4.071
O 0.585 -3.695 5.630
O -0.201 -0.650 4.647
O 0.454 2.887 1.002
O 4.611 -1.780 -2.520
O 2.743 -5.361 0.758
O -4.093 1.093 0.777
O -0.823 1.434 -2.279
O 1.335 -0.456 -2.049
O -4.598 1.938 -1.749
O 2.330 3.345 -0.825
O -4.395 -0.833 -4.393
O 1.328 -5.188 -2.184
O -3.260 -2.796 -1.293
O 1.202 -2.526 0.075
O 2.940 0.941 0.261
O 2.115 2.793 5.597
O 1.919 -2.952 -3.552
O 2.279 -1.965 5.026
O 5.693 1.699 0.487
H 0.018 -2.297 2.706
H 0.865 -6.008 -2.074
H 0.463 0.641 -3.764
H -3.046 4.129 -3.736
H 1.968 3.122 0.128
H 1.953 -4.792 1.090
H -2.915 2.575 4.246
H -6.011 -0.843 2.674
H 1.633 3.859 -3.436
H -4.010 -0.110 -4.974
H 2.869 -2.644 5.061
H -0.619 0.951 -1.502
H 0.730 -4.501 5.306
H -0.214 3.661 0.938
H -1.122 -1.057 -3.834
H -1.978 -2.407 1.939
H -1.403 5.923 -0.126
H -1.496 -1.537 -0.549
H -4.066 -2.673 4.697
H 0.572 1.132 -5.230
H 1.738 6.455 0.350
H -3.068 2.354 0.467
H 3.166 3.326 -3.806
H 3.302 1.457 -0.593
H 1.950 -0.994 -2.550
H -1.401 -5.407 -2.773
H 0.978 2.159 2.713
H 1.983 3.003 4.651
H -0.411 -5.870 -0.195
H 0.069 5.667 -0.222
H -5.079 2.388 -2.435
H 1.688 -4.735 -3.045
H 4.009 3.738 2.195
H -3.684 -3.348 -0.490
H -4.263 0.336 0.140
H 1.538 -2.397 5.384
H 1.902 1.079 0.172
H 3.529 -5.007 1.122
H -0.336 -3.190 5.512
H -2.747 3.097 -4.743
H -2.968 -3.342 -1.922
H -4.739 -1.252 3.678
H 5.723 2.655 0.145
H -3.596 -1.024 -1.804
H -4.594 1.091 1.595
H 2.497 3.638 2.649
H -3.411 0.487 -2.275
H 3.135 -2.271 2.893
H 4.932 1.393 0.052
H -2.277 -5.029 -1.772
H 4.953 -2.083 -1.686
H 1.510 0.502 -2.261
H -4.230 -1.725 -4.716
H -3.887 2.525 -1.479
H -2.709 -2.126 4.564
H -0.217 -1.248 0.027
H -2.296 -1.029 1.649
H -1.065 4.267 -1.478
H 2.794 -2.901 1.726
H -1.400 0.694 -2.638
H -0.993 -5.886 1.254
H 1.153 -2.161 -3.344
H -1.766 2.886 -0.457
H -0.215 2.213 0.845
H 0.895 -3.137 3.534
H 0.614 -0.227 4.406
H 1.762 1.080 2.135
H 0.333 -1.087 -3.705
H 0.941 -2.901 -0.812
H -1.078 4.188 -3.198
H -1.716 3.403 4.429
H 1.153 -3.306 -4.075
H 3.974 0.705 -3.451
H 2.268 6.093 -0.966
H 1.795 -1.751 -0.178
H -0.005 -0.719 5.800
H 2.421 4.186 -1.077
H 5.293 -2.174 -3.101
H 2.754 1.396 -3.361
H 2.553 1.904 5.401
```

The calculation puts the gap between HOMO and LUMO (spin up / spin down) at 2.301 / 9.896 eV. As for the expectation value of S²: 0.75. Its total charge is -1. Its spin multiplicity is 2. Its lowest unoccupied orbital energy (spin up / spin down) is 1.6 / 1.5 eV.



Model Q:
Formula: H80O40
Source: OMol25
Level of theory: wB97M-V/def2-TZVPD

Structure (XYZ):
```
120
H80O40 | OMol25 | wB97M-V/def2-TZVPD
O 1.461 -4.568 -2.236
O -0.785 0.326 -3.983
O -0.772 4.593 3.818
O -3.948 -0.107 -0.061
O -2.674 2.359 5.131
O 3.443 -1.382 0.518
O -0.172 5.701 -0.822
O -2.045 5.220 -4.080
O 2.335 -3.887 0.430
O -1.442 -3.524 -3.320
O 0.331 -3.256 2.103
O -3.482 -1.201 -3.955
O -4.000 -3.796 3.141
O -0.423 -2.338 4.969
O -0.256 2.823 0.623
O 3.429 -3.527 -4.197
O 4.311 4.677 1.526
O 1.261 -1.662 -4.720
O 0.255 4.222 -2.789
O 1.856 -0.725 2.947
O 0.635 0.297 0.743
O 2.134 2.797 1.627
O 1.966 2.909 -1.611
O 0.774 -5.048 4.168
O 1.647 5.686 1.404
O 5.007 -2.126 -1.357
O -3.503 1.360 -2.207
O -1.027 1.331 -1.540
O -0.659 -4.649 0.244
O 3.129 1.134 -0.196
O 4.406 1.709 -3.218
O -1.169 -0.961 2.319
O 0.158 2.113 3.217
O 4.928 -4.191 0.851
O 1.267 -1.368 -1.220
O -3.555 3.785 3.203
O -2.922 2.694 0.391
O -2.103 -1.278 -1.789
O -2.861 -2.884 0.399
O -6.422 -1.276 -0.698
H 1.717 -1.596 -5.570
H 0.316 -4.156 2.499
H -3.296 0.594 0.134
H 3.638 1.912 -3.792
H -4.756 -3.197 3.061
H -1.000 -3.068 5.201
H 1.753 -4.124 -1.411
H -1.185 1.945 -2.245
H -2.022 3.105 0.567
H -2.259 2.598 4.226
H 2.515 -3.339 -4.443
H -1.945 5.597 -3.179
H 2.700 3.133 -1.024
H -4.275 4.221 3.601
H 4.168 -1.551 1.134
H 2.153 -1.420 -1.571
H -3.453 -0.926 -0.037
H -1.117 3.786 3.462
H 0.721 -1.853 -1.839
H 2.924 -3.170 0.108
H -5.573 -1.734 -0.653
H -3.636 2.730 1.000
H -1.417 -0.211 2.903
H 3.497 5.112 1.170
H -2.005 1.868 5.599
H 5.232 -3.414 0.364
H -0.783 -1.663 2.874
H 0.017 2.637 2.392
H 1.576 -4.593 4.074
H -0.088 4.279 -3.692
H 1.571 -5.442 -1.913
H 0.063 -5.284 0.392
H 3.471 0.266 -0.429
H 1.928 -3.481 1.218
H -2.224 -2.716 1.116
H -3.543 -1.402 -3.056
H 1.147 5.174 2.065
H -0.458 -3.530 -3.321
H -3.978 1.799 -1.468
H -1.041 0.441 -1.790
H -0.194 0.756 0.807
H 5.026 4.573 0.901
H -0.357 2.049 -0.052
H 1.525 2.144 -1.218
H -6.058 -0.366 -0.858
H -3.161 -3.748 0.648
H -3.535 -3.629 2.334
H 0.547 -5.734 3.528
H -3.973 1.618 -3.057
H 0.548 3.070 0.164
H 2.361 1.015 0.383
H 0.851 6.029 0.945
H -2.666 4.531 -3.785
H 1.656 -0.695 3.892
H 0.367 -2.460 5.508
H -2.714 -0.552 -1.614
H 0.392 -1.993 -5.018
H -3.634 -2.017 -4.469
H 1.829 3.161 2.470
H 0.688 3.380 -3.034
H -3.213 4.649 2.854
H 3.528 -3.592 -3.248
H 0.686 1.338 2.880
H -0.045 -3.479 1.212
H 5.903 -2.103 -1.612
H -1.432 -0.328 -3.751
H 0.444 -0.311 0.019
H 2.587 -1.321 0.974
H 0.147 5.233 -1.605
H -0.076 -0.144 -4.477
H -1.830 -1.724 -0.943
H -0.960 4.568 4.691
H 3.948 1.649 -2.336
H 4.011 -4.138 1.138
H -0.770 5.014 -0.492
H 3.077 3.170 1.611
H 1.284 -1.398 2.589
H -1.608 -2.695 -2.864
H 4.388 -1.920 -2.035
H -1.132 -4.905 -0.577
```

The calculation puts the gap between HOMO and LUMO (spin up / spin down) at 2.308 / 9.870 eV. As for the expectation value of S²: 0.75. Its total charge is -1. Its spin multiplicity is 2. Its lowest unoccupied orbital energy (spin up / spin down) is 1.6 / 1.5 eV.



Relative energy of each structure, in kcal/mol: model P 211.5; model Q 0.0.